Record 1
# C33H30N3Pb

C33H30N3Pb as an isolated structure (ωB97M-V with the def2-TZVPD basis set, OMol25).

The geometry in XYZ format:
```
67
Properties=species:S:1:pos:R:3
Pb 0.715 0.566 2.791
N 2.675 1.572 1.220
C 3.473 2.704 1.458
C 4.818 2.653 1.091
C 5.632 3.767 1.171
C 5.085 4.971 1.586
C 3.761 5.008 1.992
C 2.937 3.878 2.028
C 1.567 3.956 2.631
C 1.232 5.109 3.359
C -0.050 5.341 3.824
C -1.041 4.401 3.580
C -0.683 3.208 2.970
C 0.616 2.923 2.520
H 1.793 1.831 0.787
H 3.131 0.855 0.674
H 5.206 1.721 0.695
H 6.670 3.703 0.866
H 5.677 5.877 1.593
H 3.355 5.963 2.293
H 1.991 5.844 3.591
H -0.265 6.248 4.376
H -2.065 4.577 3.889
H -1.462 2.457 2.835
C -0.604 0.110 1.131
C -1.365 -0.160 0.200
C -2.173 -0.436 -0.908
C -2.088 0.462 -2.051
C -3.089 0.562 -3.038
C -2.989 1.454 -4.094
C -1.894 2.299 -4.219
C -0.905 2.238 -3.243
C -0.998 1.347 -2.189
C -3.012 -1.616 -0.856
C -3.454 -2.129 0.385
C -4.249 -3.256 0.473
C -4.629 -3.963 -0.665
C -4.184 -3.495 -1.898
C -3.405 -2.355 -1.996
H -3.979 -0.047 -2.956
H -3.791 1.496 -4.823
H -1.819 2.996 -5.045
H -0.044 2.895 -3.302
H -0.221 1.327 -1.434
H -3.172 -1.596 1.285
H -4.590 -3.583 1.450
H -5.256 -4.843 -0.593
H -4.446 -4.031 -2.804
H -3.059 -2.042 -2.972
N 2.244 -1.235 0.984
C 1.973 -2.067 0.224
N 1.571 -2.988 -0.624
C 0.209 -2.903 -1.181
C -0.676 -3.979 -0.571
C -0.026 -5.357 -0.686
C 1.373 -5.361 -0.070
C 2.234 -4.283 -0.717
H 0.288 -3.046 -2.264
H -0.181 -1.903 -1.001
H -1.647 -3.959 -1.068
H -0.851 -3.735 0.482
H 0.045 -5.638 -1.744
H -0.652 -6.110 -0.202
H 1.855 -6.335 -0.183
H 1.300 -5.152 1.002
H 2.371 -4.508 -1.781
H 3.219 -4.208 -0.259
```

Computed properties:
- ΔE to the lowest compared entry with this formula, charge and spin (eV) = 0.819
- gap between HOMO and LUMO (eV) = 5.152
- E (eV) = -44424.248
- net charge = -1

***

Record 2
# C33H30N6NaO6

C33H30N6NaO6 as an isolated structure (ωB97M-V with the def2-TZVPD basis set, OMol25).

The geometry in XYZ format:
```
76
Properties=species:S:1:pos:R:3
Na -0.108 -0.092 0.086
O -0.393 6.983 -5.447
C 0.166 5.787 -5.131
O 1.175 5.449 -5.691
C -0.516 4.983 -4.090
C 0.236 4.017 -3.415
C -0.336 3.195 -2.474
C -1.707 3.294 -2.195
C -2.461 4.271 -2.850
C -1.870 5.104 -3.783
N -2.254 2.447 -1.252
C -2.932 1.436 -1.569
C -3.508 0.491 -0.590
C -4.637 -0.231 -0.965
C -5.203 -1.115 -0.062
C -4.606 -1.273 1.175
C -3.466 -0.527 1.452
N -2.932 0.341 0.606
H -1.151 7.151 -4.878
H 1.292 3.950 -3.640
H 0.243 2.458 -1.937
H -3.517 4.362 -2.631
H -2.495 5.820 -4.307
H -3.179 1.215 -2.613
H -5.055 -0.099 -1.955
H -6.093 -1.671 -0.328
H -4.998 -1.968 1.904
H -2.941 -0.653 2.393
C -0.744 0.124 5.848
C -1.456 -0.267 4.548
C -1.123 -1.670 4.085
C -1.713 -2.736 4.759
C -1.509 -4.043 4.357
C -0.712 -4.291 3.249
C -0.105 -3.260 2.547
C 0.743 -3.567 1.342
C 2.242 -3.357 1.582
C -0.302 -1.927 2.967
N 0.247 -0.887 2.212
C 1.054 -0.045 2.766
C 1.563 1.135 2.183
C 2.357 2.089 2.857
C 2.587 3.110 1.949
C 1.923 2.721 0.769
N 1.310 1.544 0.894
H -1.097 1.096 6.198
H 0.333 0.192 5.694
H -0.929 -0.618 6.627
H -1.205 0.453 3.770
H -2.535 -0.205 4.718
H -2.356 -2.529 5.609
H -1.978 -4.862 4.889
H -0.558 -5.312 2.918
H 0.423 -2.945 0.505
H 0.572 -4.604 1.048
H 2.438 -2.347 1.940
H 2.795 -3.501 0.652
H 2.621 -4.066 2.323
H 1.406 -0.240 3.788
H 2.703 2.025 3.880
H 3.142 4.023 2.104
H 1.884 3.272 -0.162
O 0.345 -1.863 -6.570
C -0.156 -1.474 -5.359
O -1.327 -1.593 -5.146
C 0.836 -0.928 -4.422
C 2.002 -0.251 -4.724
N 2.569 0.068 -3.552
N 1.846 -0.343 -2.496
C 0.792 -0.947 -3.001
C -0.292 -1.474 -2.065
O -0.319 -2.678 -1.812
O -1.021 -0.549 -1.612
H 1.304 -1.784 -6.569
H 2.431 0.058 -5.665
H 3.405 0.602 -3.399
```

Computed properties:
- ΔE to the lowest compared entry with this formula, charge and spin (eV) = 0.196
- gap between HOMO and LUMO (eV) = 6.595
- E (eV) = -60354.214
- net charge = -1

***

Record 3
# C33H31AsBrIN5O7STi

C33H31AsBrIN5O7STi as an isolated structure (ωB97M-V with the def2-TZVPD basis set, OMol25).

The geometry in XYZ format:
```
81
Properties=species:S:1:pos:R:3
Ti -0.411 0.192 0.368
Br -7.166 2.025 2.653
C -5.329 1.891 2.194
C -4.360 2.315 3.108
C -3.027 2.231 2.790
C -2.611 1.700 1.554
O -1.339 1.631 1.256
C -3.601 1.288 0.645
C -3.232 0.909 -0.693
N -2.045 0.631 -1.092
C -1.908 0.483 -2.502
C -2.584 -0.480 -3.198
C -2.502 -0.534 -4.607
C -1.724 0.357 -5.291
C -0.977 1.334 -4.589
C -0.090 2.239 -5.220
C 0.615 3.119 -4.459
C 0.404 3.142 -3.058
N -0.429 2.348 -2.445
C -1.078 1.417 -3.184
C -4.961 1.399 0.971
H -4.666 2.702 4.070
H -2.268 2.534 3.497
H -4.031 0.939 -1.436
H -3.185 -1.201 -2.656
H -3.056 -1.296 -5.140
H -1.647 0.311 -6.371
H 0.030 2.200 -6.297
H 1.330 3.801 -4.900
H 0.963 3.828 -2.432
H -5.711 1.094 0.251
C 2.111 3.405 3.491
C 0.983 2.708 3.039
N 1.007 1.430 2.739
C 2.168 0.772 2.836
C 3.337 1.350 3.348
C 3.285 2.715 3.664
C 4.496 0.531 3.553
C 4.450 -0.791 3.296
C 3.279 -1.401 2.729
C 3.204 -2.770 2.435
C 2.073 -3.273 1.850
C 1.052 -2.382 1.497
N 1.101 -1.081 1.736
C 2.174 -0.606 2.411
H 2.042 4.462 3.706
H 0.032 3.212 2.903
H 4.173 3.211 4.037
H 5.396 0.992 3.944
H 5.311 -1.422 3.482
H 4.046 -3.415 2.660
H 1.977 -4.312 1.554
H 0.173 -2.751 0.981
C 2.690 -2.414 -1.516
As 0.942 -1.959 -2.127
C 1.026 -1.219 -3.887
C -0.048 -3.575 -2.359
O 0.026 -1.079 -1.012
H 3.154 -3.000 -2.310
H 2.596 -3.038 -0.631
H 3.244 -1.503 -1.305
H 1.630 -1.914 -4.473
H 1.483 -0.237 -3.855
H 0.020 -1.188 -4.296
H 0.420 -4.178 -3.138
H -1.062 -3.305 -2.655
H -0.061 -4.160 -1.437
O 2.719 2.701 -0.930
S 2.453 1.288 -0.790
O 3.374 0.562 0.068
O 1.044 1.213 -0.048
O 2.229 0.604 -2.066
N -1.533 -0.541 3.481
C -1.926 -1.396 2.445
O -1.552 -0.998 1.219
C -2.649 -2.509 2.624
I 0.543 -6.360 0.283
H -0.712 0.016 3.269
H -1.461 -1.006 4.373
H -2.913 -3.121 1.777
H -2.947 -2.817 3.616
```

Computed properties:
- ΔE to the lowest compared entry with this formula, charge and spin (eV) = 0.196
- gap between HOMO and LUMO (eV) = 6.144
- E (eV) = -229448.498
- net charge = -1

***

Record 4
# C33H31I2N5OSSc

C33H31I2N5OSSc as an isolated structure (ωB97M-V with the def2-TZVPD basis set, OMol25).

The geometry in XYZ format:
```
74
Properties=species:S:1:pos:R:3
Sc -0.313 0.557 0.389
C -0.345 -2.072 3.183
C -1.211 -1.014 2.909
C -2.314 -1.218 2.082
C -2.538 -2.467 1.511
C -1.673 -3.513 1.786
C -0.580 -3.316 2.624
H 0.486 -1.927 3.859
H -1.078 -0.073 3.434
H -3.054 -0.440 1.966
H -3.406 -2.628 0.883
H -1.852 -4.488 1.350
H 0.088 -4.139 2.848
I -3.764 5.783 -3.863
C -2.471 4.371 -3.025
C -2.067 3.276 -3.775
C -1.246 2.328 -3.190
I -0.625 0.699 -4.349
C -0.816 2.420 -1.858
O -0.068 1.488 -1.282
C -1.236 3.548 -1.132
C -0.816 3.677 0.306
N -1.361 2.580 1.167
C -2.835 2.495 1.113
C -3.296 1.679 -0.069
C -4.403 2.038 -0.818
C -4.780 1.236 -1.881
C -4.049 0.090 -2.148
C -2.965 -0.205 -1.346
N -2.587 0.574 -0.324
C -2.044 4.511 -1.717
H -2.388 3.164 -4.801
H -1.148 4.643 0.692
H 0.271 3.631 0.384
H -1.101 2.816 2.119
H -3.294 3.485 1.084
H -3.173 2.003 2.028
H -4.948 2.942 -0.580
H -5.628 1.508 -2.495
H -4.301 -0.561 -2.974
H -2.371 -1.093 -1.515
H -2.351 5.373 -1.136
C 1.643 1.140 1.313
C 2.073 0.316 2.468
C 2.774 -0.883 2.297
C 3.172 -1.647 3.376
C 2.878 -1.239 4.677
C 2.179 -0.048 4.873
C 1.786 0.708 3.785
C 3.270 -2.045 5.802
N 3.568 -2.694 6.704
H 2.343 1.050 0.479
H 1.606 2.192 1.607
H 2.998 -1.222 1.294
H 3.717 -2.571 3.225
H 1.961 0.277 5.883
H 1.264 1.646 3.950
C 2.428 -1.673 -5.032
C 2.625 -2.003 -3.591
C 3.782 -2.473 -3.038
C 3.817 -2.685 -1.653
N 2.759 -2.460 -0.873
C 1.626 -2.039 -1.418
S 0.177 -1.830 -0.532
N 1.579 -1.805 -2.759
C 5.058 -3.157 -0.972
H 3.301 -1.951 -5.615
H 2.256 -0.600 -5.146
H 1.555 -2.195 -5.430
H 4.649 -2.658 -3.656
H 0.710 -1.423 -3.116
H 5.806 -3.503 -1.681
H 4.811 -3.952 -0.271
H 5.479 -2.334 -0.388
```

Computed properties:
- gap between HOMO and LUMO (eV) = 6.981
- E (eV) = -91957.848
- net charge = +1

***

Record 5
# C33H32AuN7O2PS2

C33H32AuN7O2PS2 as an isolated structure (ωB97M-V with the def2-TZVPD basis set, OMol25).

The geometry in XYZ format:
```
78
Properties=species:S:1:pos:R:3
Au 1.221 -1.675 -0.228
C -0.077 4.311 4.812
C 0.094 2.884 4.375
C 0.666 1.945 5.229
C 0.800 0.618 4.851
C 0.352 0.232 3.600
C -0.210 1.149 2.722
C -0.339 2.468 3.115
S 0.522 -1.429 3.057
O -0.743 -1.854 2.516
O 1.152 -2.195 4.094
N 1.542 -1.316 1.786
C 2.848 -1.767 1.789
C 3.793 -1.847 2.806
C 5.064 -2.256 2.450
C 5.379 -2.572 1.127
C 4.386 -2.489 0.178
N 3.152 -2.113 0.518
H 0.763 4.641 5.423
H -0.982 4.420 5.413
H -0.165 4.980 3.957
H 1.008 2.256 6.209
H 1.232 -0.114 5.521
H -0.529 0.815 1.742
H -0.785 3.188 2.438
H 3.532 -1.596 3.821
H 5.830 -2.322 3.211
H 6.374 -2.881 0.846
H 4.550 -2.732 -0.864
C -3.444 -4.666 -0.748
C -2.350 -4.208 -1.632
N -2.344 -4.240 -2.927
N -1.145 -3.698 -3.272
C -0.415 -3.328 -2.232
S 1.119 -2.560 -2.346
N -1.165 -3.679 -1.161
N -0.771 -3.514 0.154
H -4.267 -5.021 -1.362
H -3.791 -3.848 -0.116
H -3.109 -5.478 -0.101
H -0.927 -3.526 -4.241
H -0.829 -4.391 0.653
H -1.270 -2.755 0.617
N -0.589 -0.848 -0.467
P -0.574 0.459 -1.373
C -0.937 0.272 -3.147
C -2.001 -0.570 -3.464
C -2.415 -0.720 -4.778
C -1.762 -0.031 -5.793
C -0.716 0.827 -5.484
C -0.314 0.989 -4.165
C 0.940 1.445 -1.254
C 1.021 2.457 -0.301
C 2.222 3.117 -0.082
C 3.348 2.773 -0.814
C 3.276 1.766 -1.768
C 2.079 1.103 -1.985
C -1.938 1.501 -0.815
C -2.677 1.145 0.308
C -3.711 1.963 0.744
C -4.004 3.135 0.062
C -3.274 3.487 -1.068
C -2.248 2.670 -1.511
H -2.520 -1.091 -2.666
H -3.258 -1.361 -5.009
H -2.083 -0.147 -6.820
H -0.219 1.381 -6.269
H 0.485 1.683 -3.936
H 0.147 2.728 0.278
H 2.274 3.902 0.662
H 4.283 3.292 -0.645
H 4.152 1.500 -2.345
H 2.032 0.319 -2.733
H -2.448 0.220 0.822
H -4.287 1.682 1.616
H -4.808 3.773 0.404
H -3.510 4.396 -1.606
H -1.688 2.945 -2.397
```

Computed properties:
- ΔE to the lowest compared entry with this formula, charge and spin (eV) = 0.000
- gap between HOMO and LUMO (eV) = 7.460
- E (eV) = -83911.405
- net charge = +1

***

Record 6
# C33H32BF6NO2S

C33H32BF6NO2S as an isolated structure (ωB97M-V with the def2-TZVPD basis set, OMol25).

The geometry in XYZ format:
```
76
Properties=species:S:1:pos:R:3
C -3.724 5.028 -1.254
C -3.102 3.716 -0.969
C -3.133 2.589 -1.774
C -2.578 1.430 -1.153
C -2.028 1.698 0.091
B -1.965 0.594 1.419
C -0.270 0.854 1.190
C 0.222 1.949 2.024
C 1.291 2.698 1.632
C 1.965 3.561 2.663
F 3.314 3.655 2.427
F 1.468 4.834 2.707
F 1.829 3.035 3.930
C 1.802 2.634 0.321
C 1.242 1.703 -0.565
C 1.812 1.497 -1.948
F 1.843 0.158 -2.281
F 1.067 2.121 -2.914
F 3.092 1.958 -2.053
C 0.182 0.920 -0.200
O -2.567 1.073 2.578
C -3.903 0.520 2.529
C -4.325 0.263 3.961
C -4.825 1.559 1.909
C -3.747 -0.790 1.611
C -3.503 -2.061 2.414
C -4.847 -1.004 0.585
O -2.550 -0.564 0.871
S -2.250 3.364 0.501
H -4.026 5.062 -2.305
H -4.619 5.184 -0.636
H -3.021 5.842 -1.054
H -3.583 2.608 -2.767
H -2.537 0.467 -1.644
H -0.187 2.064 3.029
H 2.638 3.251 0.020
H -0.220 0.224 -0.939
H -5.298 -0.245 3.980
H -3.584 -0.339 4.498
H -4.430 1.222 4.481
H -5.865 1.205 1.932
H -4.766 2.485 2.492
H -4.537 1.792 0.878
H -4.418 -2.356 2.944
H -3.223 -2.869 1.724
H -2.685 -1.928 3.132
H -5.813 -1.132 1.085
H -4.899 -0.168 -0.122
H -4.629 -1.914 0.014
C -0.134 -1.727 0.899
C -0.209 -0.483 1.811
N 1.019 -0.570 2.741
C 0.998 -0.562 4.135
C -0.080 -0.462 5.010
C 0.197 -0.426 6.385
C 1.521 -0.432 6.860
C 2.604 -0.468 5.975
C 2.334 -0.554 4.614
C 3.191 -0.541 3.456
C 2.343 -0.591 2.317
C 2.865 -0.537 1.033
C 4.239 -0.328 0.887
C 5.076 -0.244 2.010
C 4.560 -0.355 3.305
H -0.763 -2.499 1.351
H -0.508 -1.520 -0.102
H 0.882 -2.123 0.828
H -0.982 -0.659 2.572
H -1.092 -0.407 4.616
H -0.627 -0.386 7.097
H 1.701 -0.402 7.936
H 3.641 -0.439 6.305
H 2.197 -0.619 0.177
H 4.653 -0.229 -0.117
H 6.145 -0.090 1.860
H 5.185 -0.286 4.197
```

Computed properties:
- ΔE to the lowest compared entry with this formula, charge and spin (eV) = 0.000
- gap between HOMO and LUMO (eV) = 5.790
- E (eV) = -68142.226

***

> Which formula does entry 6 have?

C33H32BF6NO2S